Record 1
The following is a DFT calculation (ωB97M-V with the def2-TZVPD basis set) of a structure of composition C10H24ClI2LuN2P2.

charge: +2
HOMO level (spin up / spin down): -15.3 / -15.3 eV
relative energy (zero: lowest compared OMol25 entry of this formula, charge and spin): 22.3 kcal/mol
E_LUMO (spin up / spin down): -10.7 / -9.4 eV
gap between HOMO and LUMO (spin up / spin down): 0.1688 / 0.2191 hartree

Geometry as XYZ:
```
42
Properties=species:S:1:pos:R:3:lowdin_charge:R:1
I 0.38 -4.06 -1.47 0.465
I -2.59 -1.79 0.24 0.491
Lu 0.10 -1.09 -0.32 0.417
P 0.10 -1.40 2.43 0.669
C -1.10 -0.97 3.73 -0.267
C 0.26 -3.21 2.73 -0.258
H 0.43 -3.40 3.79 0.068
H 1.64 -1.26 4.29 0.077
H 1.10 -3.59 2.14 0.042
H 2.47 -1.13 2.67 0.044
H -2.09 -1.40 3.52 0.038
H -0.66 -3.70 2.40 0.038
C 1.61 -0.81 3.28 -0.237
H -0.76 -1.32 4.70 0.069
H 1.55 0.29 3.33 0.056
H -1.21 0.11 3.76 0.053
P -0.28 -0.13 -2.81 0.670
C -1.59 0.83 -3.58 -0.260
C 1.15 0.83 -3.44 -0.249
H 0.71 -2.16 -3.68 -0.015
H -0.16 -1.25 -4.97 0.065
H -1.06 -2.21 -3.74 0.029
C -0.19 -1.58 -3.93 -0.320
H 2.07 0.30 -3.17 0.043
H 1.04 0.90 -4.54 0.070
H -1.38 0.98 -4.64 0.067
H -1.66 1.81 -3.10 0.050
H 1.11 1.83 -2.98 0.051
H -2.56 0.33 -3.48 0.055
Cl 2.47 -1.56 -0.50 -0.101
C -1.98 2.17 0.66 -0.002
C -0.47 2.23 0.58 -0.369
N 0.40 1.24 0.28 -0.082
C 1.67 1.82 0.34 -0.160
C 1.61 3.15 0.66 -0.014
N 0.22 3.37 0.80 0.114
H -2.30 2.47 1.69 0.105
H -2.42 2.89 -0.08 0.106
H -2.26 1.12 0.43 -0.007
H 2.52 1.19 0.13 0.070
H 2.35 3.96 0.81 0.147
H -0.22 4.24 1.04 0.171
```

Record 2
The following is a DFT calculation (ωB97M-V with the def2-TZVPD basis set) of a cluster of 2 separate species, C10H24ClO2P in total.

charge: 0
HOMO level: -7.2 eV
E_LUMO: -0.3 eV
gap between HOMO and LUMO: 0.2532 hartree

Geometry as XYZ:
```
38
Properties=species:S:1:pos:R:3:lowdin_charge:R:1
C 4.44 -0.40 0.81 -0.103
C 3.06 -0.06 0.29 -0.240
C 2.76 1.44 0.36 -0.203
C 1.38 1.76 0.90 -0.188
C 0.40 2.25 -0.17 -0.200
C -0.63 1.21 -0.53 -0.208
C -1.89 1.26 0.32 -0.217
C -2.16 -0.11 1.00 -0.357
P -3.76 -0.73 0.79 0.466
O -4.94 0.05 1.47 -0.223
Cl -4.35 -0.93 -1.07 0.499
H 4.39 -0.86 1.78 0.065
H 5.05 0.47 0.90 0.057
H 4.95 -1.09 0.17 0.059
H 2.31 -0.62 0.79 0.093
H 3.04 -0.35 -0.74 0.098
H 3.47 1.87 1.04 0.089
H 2.92 1.89 -0.59 0.102
H 0.95 0.90 1.38 0.102
H 1.50 2.56 1.59 0.094
H -0.03 3.19 0.08 0.100
H 0.98 2.43 -1.05 0.095
H -0.92 1.37 -1.55 0.107
H -0.16 0.25 -0.50 0.086
H -2.71 1.61 -0.27 0.090
H -1.76 1.98 1.10 0.099
H -2.05 0.00 2.06 0.088
H -1.37 -1.03 0.67 0.098
H -3.78 -2.00 1.34 0.053
H -4.73 0.29 2.38 0.094
C -0.35 -2.42 -2.46 -0.109
C -1.24 -2.23 -1.22 -0.546
O -0.51 -2.09 -0.07 -0.326
H 0.24 -3.33 -2.37 0.062
H -0.96 -2.51 -3.37 0.060
H 0.32 -1.58 -2.59 0.057
H -1.98 -3.07 -1.24 0.087
H -1.88 -1.35 -1.45 0.020
```

Record 3
The following is a DFT calculation (ωB97M-V with the def2-TZVPD basis set) of a structure of composition C10H24CoIO3P2.

multiplicity: 5
charge: +2
HOMO level (spin up / spin down): -16.4 / -16.4 eV
relative energy (zero: lowest compared OMol25 entry of this formula, charge and spin): 8.2 kcal/mol
E_LUMO (spin up / spin down): -7.5 / -10.3 eV
gap between HOMO and LUMO (spin up / spin down): 0.3263 / 0.2228 hartree

Geometry as XYZ:
```
41
Properties=species:S:1:pos:R:3:lowdin_spin:R:1
C 0.26 3.52 -3.14 0.048
I 1.13 2.18 -1.57 0.222
H -0.82 3.61 -3.17 0.001
H 0.63 3.15 -4.11 0.005
H 0.71 4.51 -2.94 0.004
Co 0.30 0.43 -0.31 2.563
P -0.61 -1.03 -1.55 0.203
C 0.68 -1.84 -2.49 0.040
C -1.57 -2.50 -1.04 0.023
H -2.05 -2.94 -1.93 0.006
H -1.94 -1.03 -3.53 0.011
H -2.33 -2.22 -0.30 0.001
H -2.66 0.01 -2.25 0.000
H 1.36 -2.43 -1.82 0.000
H -0.91 -3.25 -0.59 0.000
C -1.72 -0.29 -2.74 0.050
H 0.22 -2.53 -3.24 0.010
H -1.27 0.62 -3.19 0.001
H 1.31 -1.10 -3.01 0.000
P 0.00 1.39 1.53 0.202
C 1.63 1.90 2.17 0.049
C -0.94 2.92 1.35 0.042
H -1.78 0.49 2.88 0.000
H -0.64 1.48 3.87 0.007
H -0.22 -0.19 3.35 0.000
C -0.72 0.74 3.06 0.023
H -2.00 2.68 1.24 0.000
H -0.81 3.53 2.26 0.008
H 1.47 2.55 3.04 0.010
H 2.20 2.43 1.41 0.000
H -0.62 3.49 0.47 0.002
H 2.20 1.01 2.47 0.000
C 2.02 -0.43 -0.08 0.084
O 3.18 -0.42 -0.17 0.007
C 0.56 -3.37 2.47 0.024
C 0.69 -2.32 1.40 0.025
O 1.68 -2.35 0.58 0.076
O -0.19 -1.43 1.37 0.251
H 1.31 -4.15 2.34 0.003
H -0.44 -3.86 2.42 0.000
H 0.70 -2.95 3.49 0.000
```

Record 4
The following is a DFT calculation (ωB97M-V with the def2-TZVPD basis set) of a structure of composition C10H24GaN6O7.

charge: +1
HOMO level (spin up / spin down): -12.0 / -11.8 eV
E_LUMO (spin up / spin down): -4.8 / -5.9 eV
gap between HOMO and LUMO (spin up / spin down): 0.2648 / 0.2150 hartree

Geometry as XYZ:
```
48
Properties=species:S:1:pos:R:3:lowdin_charge:R:1
O 0.68 -1.55 -3.20 0.079
H 1.55 -1.75 -2.79 0.043
Ga 0.73 -0.48 -0.63 0.603
N -0.19 -1.10 1.45 -0.099
N -0.85 -1.70 -1.04 -0.145
N 0.82 1.55 0.62 -0.040
N 0.27 1.04 -1.86 -0.056
O -0.16 -0.52 2.60 -0.067
O 0.85 1.83 1.93 0.019
O -0.55 0.86 -2.94 0.002
O -1.59 -1.52 -2.05 -0.019
C -1.20 -2.58 -0.05 -0.172
C -0.83 -2.27 1.30 -0.227
C 1.12 2.52 -0.22 -0.251
C 0.77 2.24 -1.61 -0.188
C -1.23 -3.07 2.50 0.002
H -2.05 -2.56 3.03 0.106
H -0.36 -3.13 3.17 0.101
H -1.56 -4.07 2.19 0.080
C -1.99 -3.74 -0.52 0.008
H -1.47 -4.21 -1.36 0.109
H -3.00 -3.46 -0.85 0.111
H -2.08 -4.49 0.26 0.080
C 1.62 3.84 0.21 0.005
C 0.85 3.22 -2.72 0.018
H 2.00 3.74 1.22 0.088
H 0.84 4.61 0.19 0.108
H 2.42 4.14 -0.47 0.093
H 0.56 2.75 -3.66 0.094
H 1.88 3.58 -2.81 0.103
H 0.23 4.10 -2.55 0.109
H 0.47 0.92 2.23 0.069
H -0.80 -0.12 -2.81 0.068
C 2.17 -0.71 0.49 -0.145
H 2.26 -1.58 1.15 0.049
H 2.97 0.05 0.51 0.052
H 2.67 -1.27 -0.40 0.027
O 5.21 -2.03 1.01 -0.066
H 5.44 -1.11 1.27 0.049
H 4.74 -2.36 1.78 0.033
N -3.54 1.82 -0.16 0.170
C -2.52 1.10 0.40 -0.581
N -2.46 1.15 1.75 0.194
O -1.66 0.50 -0.28 -0.025
H -4.39 2.03 0.33 0.105
H -3.69 1.55 -1.13 0.119
H -1.76 0.63 2.22 0.056
H -3.20 1.62 2.29 0.130
```

Record 5
The following is a DFT calculation (ωB97M-V with the def2-TZVPD basis set) of a structure of composition C10H24O8V.

charge: -1
HOMO level: -4.5 eV
relative energy (zero: lowest compared OMol25 entry of this formula, charge and spin): 0.0 kcal/mol
E_LUMO: 2.6 eV
gap between HOMO and LUMO: 0.2610 hartree

Geometry as XYZ:
```
43
Properties=species:S:1:pos:R:3:lowdin_charge:R:1
O 1.14 1.51 -0.84 -0.376
V 1.57 0.52 0.32 0.954
O 0.29 0.14 1.19 -0.388
C 3.79 -0.84 0.11 -0.883
O 3.06 -0.56 -0.94 -0.135
O 3.30 -0.27 1.22 -0.190
O 4.89 -1.42 0.10 -0.035
C -0.36 -2.02 -3.54 -0.057
C -0.49 -0.80 -2.64 -0.490
C -1.75 0.04 -2.90 -0.051
O -0.42 -1.15 -1.28 -0.076
H -1.32 -2.55 -3.66 0.066
H 0.29 -2.75 -3.04 0.082
H 0.07 -1.87 -4.53 0.069
H 0.36 -0.15 -2.85 0.129
H -2.67 -0.46 -2.58 0.066
H -1.80 0.33 -3.95 0.072
H -1.61 0.95 -2.31 0.076
H -1.12 -1.75 -1.03 0.044
C -2.15 -2.31 1.36 -0.058
C -3.16 -3.06 0.53 -0.479
C -4.55 -2.41 0.61 -0.063
O -2.69 -3.01 -0.82 -0.066
H -1.14 -2.70 1.14 0.092
H -2.30 -2.42 2.43 0.084
H -2.06 -1.26 1.06 0.079
H -3.27 -4.10 0.88 0.131
H -4.47 -1.41 0.18 0.082
H -4.88 -2.27 1.64 0.075
H -5.28 -2.98 0.03 0.069
H -3.26 -3.50 -1.42 0.095
C 1.90 4.56 2.70 -0.052
C 2.47 3.58 1.68 -0.470
C 3.96 3.38 1.80 -0.043
O 1.79 2.33 1.76 -0.097
H 2.22 4.25 3.70 0.085
H 0.81 4.58 2.64 0.082
H 2.36 5.53 2.58 0.080
H 2.27 3.99 0.68 0.141
H 4.45 4.33 1.57 0.081
H 4.32 2.62 1.11 0.088
H 4.25 3.10 2.82 0.087
H 1.17 2.32 2.49 0.102
```

Record 6
The following is a DFT calculation (ωB97M-V with the def2-TZVPD basis set) of the ion C10H25BNO2S with charge +1.

charge: +1
HOMO level: -11.8 eV
E_LUMO: -3.6 eV
gap between HOMO and LUMO: 0.3006 hartree

Geometry as XYZ:
```
40
Properties=species:S:1:pos:R:3:lowdin_charge:R:1
C -1.06 -2.77 2.56 -0.125
O -2.44 -2.43 2.54 -0.198
C -2.79 -1.71 1.36 -0.220
C -2.75 -0.16 1.64 -0.142
C -1.58 0.57 0.90 -0.221
C -2.02 1.89 0.17 -0.201
C -0.93 3.01 0.09 -0.205
C 0.23 2.75 -0.91 -0.192
C 1.20 1.58 -0.56 -0.214
C 2.66 1.79 -1.13 -0.218
C 3.08 0.61 -2.08 -0.333
S 3.26 -0.93 -1.05 1.172
B 1.87 -2.11 -1.51 -0.748
N 1.15 -2.83 -0.47 0.165
O 1.60 -2.19 -2.88 0.104
H -0.47 -2.01 2.00 0.069
H -0.69 -2.83 3.60 0.093
H -0.89 -3.78 2.12 0.089
H -3.79 -2.03 1.01 0.124
H -2.09 -1.99 0.54 0.100
H -2.63 0.00 2.73 0.123
H -3.71 0.30 1.32 0.108
H -0.71 0.74 1.57 0.102
H -1.20 -0.12 0.11 0.086
H -2.86 2.32 0.78 0.111
H -2.44 1.61 -0.81 0.119
H -1.45 3.92 -0.27 0.113
H -0.59 3.26 1.12 0.120
H 0.85 3.68 -0.92 0.111
H -0.15 2.62 -1.94 0.122
H 1.24 1.34 0.52 0.106
H 0.80 0.66 -1.06 0.093
H 2.69 2.73 -1.70 0.120
H 3.36 1.80 -0.26 0.110
H 4.01 0.80 -2.63 0.101
H 2.26 0.41 -2.80 0.102
H 3.00 -0.53 0.23 0.035
H 0.54 -3.55 -0.86 0.102
H 1.86 -3.30 0.10 0.097
H 1.59 -3.11 -3.16 0.118
```

Record 7
The following is a DFT calculation (ωB97M-V with the def2-TZVPD basis set) of a structure of composition C10H25FeO5.

multiplicity: 6
charge: -2
HOMO level (spin up / spin down): -0.9 / -0.6 eV
relative energy (zero: lowest compared OMol25 entry of this formula, charge and spin): 0.0 kcal/mol
E_LUMO (spin up / spin down): 5.9 / 5.9 eV
gap between HOMO and LUMO (spin up / spin down): 0.2502 / 0.2410 hartree

Geometry as XYZ:
```
41
Properties=species:S:1:pos:R:3:lowdin_spin:R:1
Fe 0.24 0.30 -0.09 4.288
C 1.98 0.16 -3.28 0.002
C 1.49 1.48 -2.68 0.020
O 1.21 1.38 -1.35 0.149
H 1.99 0.15 -4.38 0.000
H 1.29 -0.61 -2.93 0.000
H 2.97 -0.11 -2.88 0.000
H 0.59 1.78 -3.26 0.002
H 2.28 2.26 -2.79 0.005
C -0.94 3.49 2.45 0.004
C -0.48 2.03 2.36 0.013
O 0.25 1.78 1.27 0.098
H -1.71 3.69 1.70 0.000
H -0.11 4.18 2.25 0.000
H -1.36 3.69 3.44 0.001
H -1.42 1.41 2.43 0.001
H 0.07 1.81 3.33 0.002
C 1.32 -3.30 -1.79 0.003
C 0.05 -2.68 -1.17 0.015
O 0.07 -1.34 -1.22 0.098
H 1.28 -3.31 -2.88 0.000
H 1.53 -4.30 -1.39 0.000
H 2.16 -2.64 -1.51 0.000
H -0.02 -3.09 -0.13 0.001
H -0.83 -3.09 -1.73 0.003
C 1.19 -2.44 2.13 0.002
C 1.93 -1.11 2.06 0.017
O 1.77 -0.45 0.88 0.119
H 1.04 -2.79 3.16 0.000
H 1.72 -3.23 1.57 0.000
H 0.23 -2.31 1.63 0.000
H 3.02 -1.27 2.24 0.005
H 1.60 -0.48 2.92 0.002
C -3.63 1.77 0.17 0.003
C -2.99 0.45 -0.26 0.021
O -1.67 0.45 -0.06 0.118
H -3.82 1.81 1.25 0.000
H -4.58 1.97 -0.35 0.001
H -2.98 2.61 -0.08 0.000
H -3.23 0.28 -1.34 0.003
H -3.48 -0.37 0.32 0.004
```

Record 8
The following is a DFT calculation (ωB97M-V with the def2-TZVPD basis set) of a structure of composition C10H25IrN7OS2.

charge: +3
HOMO level: -17.4 eV
relative energy (zero: lowest compared OMol25 entry of this formula, charge and spin): 0.0 kcal/mol
E_LUMO: -8.8 eV
gap between HOMO and LUMO: 0.3168 hartree

Geometry as XYZ:
```
46
Properties=species:S:1:pos:R:3:lowdin_charge:R:1
Ir 0.32 0.32 0.34 1.071
N -0.12 2.06 1.42 -0.099
C -1.35 2.65 0.79 -0.185
C -1.13 2.65 -0.70 -0.174
N -0.87 1.23 -1.11 -0.082
H -0.29 1.95 2.41 0.119
H 0.63 2.73 1.31 0.101
H -1.53 3.66 1.16 0.147
H -2.20 2.03 1.07 0.104
H -0.24 3.22 -0.95 0.107
H -1.98 3.06 -1.25 0.147
H -0.49 1.21 -2.06 0.120
H -1.76 0.73 -1.19 0.105
N 1.41 -0.58 1.95 -0.053
N 0.59 -1.26 2.89 -0.007
C -0.74 -1.40 2.69 -0.726
N -1.44 -2.05 3.60 0.178
S -1.50 -0.76 1.29 0.762
H 2.10 -1.25 1.59 0.140
H 1.92 0.14 2.46 0.137
H 1.06 -1.66 3.69 0.185
H -1.03 -2.49 4.41 0.153
H -2.44 -2.15 3.48 0.140
C -0.44 -3.58 -1.28 -0.194
S -0.06 -1.97 -1.96 1.003
O 0.82 -1.30 -0.85 -0.712
C 1.05 -2.37 -3.25 -0.434
C 2.27 -3.00 -2.99 -0.069
C 3.07 -3.34 -4.06 -0.031
C 2.65 -3.07 -5.37 -0.014
C 1.43 -2.45 -5.61 -0.030
C 0.62 -2.09 -4.54 -0.073
H 0.46 -4.01 -0.86 0.077
H -0.81 -4.19 -2.11 0.091
H -1.22 -3.46 -0.53 0.051
H 2.58 -3.22 -1.98 0.115
H 4.02 -3.84 -3.90 0.127
H 3.29 -3.35 -6.20 0.131
H 1.11 -2.25 -6.62 0.129
H -0.33 -1.60 -4.72 0.115
N 2.16 2.61 -0.61 0.006
N 2.09 1.16 -0.58 -0.132
H 2.48 2.91 -1.53 0.115
H 2.89 2.90 0.03 0.109
H 2.98 0.79 -0.24 0.123
H 2.04 0.82 -1.54 0.108
```

| no. | energy (hartree) |
| --- | --- |
| 1 | -3478.34596 |
| 2 | -1347.33842 |
| 3 | -2983.61070 |
| 4 | -3174.88727 |
| 5 | -1941.47257 |
| 6 | -1024.07334 |
| 7 | -2035.84260 |
| 8 | -1754.36539 |